# C30H40N9O6S2Yb

A structure of composition C30H40N9O6S2Yb at a distorted geometry (wB97M-V/def2-TZVPD, the Open Molecules 2025 dataset).

## Properties
**Net charge**: 0
**2S+1**: 2
**Kohn-Sham gap (alpha / beta)**: 7.58 / 7.58 eV

Geometry as XYZ:
```
88
Properties=species:S:1:pos:R:3:forces:R:3:mulliken_charge:R:1
Yb 0.50679 0.96626 0.75823 1.303 4.095 -0.467 0.09
C 1.97789 5.22241 1.85202 -0.079 -0.108 0.319 -0.26
O 2.23502 5.70457 0.55390 -0.198 -0.186 -0.411 -0.53
C 2.42531 4.83492 -0.49745 0.066 0.112 0.031 -0.18
C 3.20309 5.36974 -1.50781 -0.097 -0.197 0.113 -0.38
C 3.43932 4.69446 -2.70102 0.010 0.022 -0.072 -0.85
C 2.82979 3.48567 -2.90602 -0.086 -0.067 0.036 -0.93
C 2.01481 2.91155 -1.91583 0.355 0.489 0.505 0.32
C 1.26466 1.75148 -2.27957 -0.598 -0.331 0.083 -0.50
N 0.44112 1.15506 -1.48371 0.216 -0.172 -0.589 0.44
N -0.31555 0.15870 -2.05151 -0.329 -0.527 -0.613 -0.86
C -1.18075 -0.36463 -1.22093 0.564 0.789 -0.770 -0.04
O -1.32010 0.00368 0.00611 -0.711 0.160 -0.423 0.90
C -2.07247 -1.38153 -1.81962 -0.231 -0.180 -0.020 0.62
C -2.86139 -2.21019 -1.02914 0.186 0.243 0.058 -0.41
C -3.74172 -3.09923 -1.62188 -0.103 -0.065 -0.029 -0.77
C -3.84704 -3.16294 -3.00127 -0.045 -0.054 0.016 -0.64
C -3.03760 -2.36053 -3.79231 -0.013 -0.010 -0.141 -0.78
C -2.15376 -1.47542 -3.20831 0.017 -0.021 0.060 -0.70
C 1.84113 3.53371 -0.63331 0.263 0.183 -0.415 1.19
O 1.17882 2.94994 0.32170 0.287 0.618 -0.154 -0.35
H 1.69071 6.09722 2.43875 0.089 -0.100 -0.007 0.35
H 2.88823 4.78223 2.27681 -0.049 -0.027 0.050 0.18
H 1.17669 4.48416 1.85695 0.075 0.117 0.049 -0.04
H 3.61827 6.35241 -1.34197 0.063 0.082 0.069 0.47
H 4.07151 5.13440 -3.45646 0.033 0.040 -0.073 0.38
H 2.94777 2.95822 -3.84246 0.006 -0.035 -0.093 0.42
H 1.33405 1.40572 -3.31442 -0.091 -0.031 0.120 0.36
H -2.76436 -2.15152 0.04405 -0.031 0.020 0.103 0.43
H -4.35554 -3.74107 -1.00832 -0.079 -0.061 0.116 0.45
H -4.56525 -3.82764 -3.45812 -0.020 -0.114 -0.052 0.42
H -3.10494 -2.41855 -4.86916 -0.029 -0.001 -0.091 0.43
H -1.51653 -0.83061 -3.79371 -0.017 -0.012 -0.099 0.48
N 3.02665 0.41628 0.11026 -0.200 0.014 -0.281 -0.11
C 4.04747 0.37263 1.16487 0.233 0.253 0.195 -1.14
C 3.72958 1.45068 2.20832 0.019 -0.357 -0.022 0.59
C 2.94062 0.91678 3.40738 -0.052 0.335 0.007 -0.30
C 2.03738 1.99713 4.00707 0.347 -0.356 0.188 -0.96
N 0.79171 2.06186 3.23314 -0.358 -0.054 0.003 -0.28
H 3.00224 -0.48124 -0.38916 -0.137 0.224 0.146 -0.18
H 3.32042 1.10953 -0.57940 -0.209 -0.029 0.114 0.22
H 5.05461 0.53655 0.76033 -0.147 -0.121 -0.024 0.41
H 4.03543 -0.62242 1.61548 0.017 0.029 0.006 0.32
H 3.12574 2.20871 1.70096 0.130 0.171 0.035 -0.49
H 4.64951 1.92227 2.55518 -0.027 0.116 0.046 0.51
H 3.62270 0.53423 4.16924 -0.011 -0.107 -0.056 0.56
H 2.29297 0.09260 3.08921 0.112 -0.093 0.124 -0.04
H 2.53918 2.96595 3.95004 -0.039 -0.031 0.058 0.23
H 1.84228 1.77673 5.06510 0.003 0.144 -0.133 0.42
H 0.37789 2.98838 3.31431 0.042 -0.181 -0.121 0.29
H 0.11704 1.42376 3.65649 0.077 0.172 -0.099 0.15
O -0.68357 -2.27360 1.39177 -0.868 -0.870 0.097 -0.69
N 0.02603 -1.30848 1.32852 -0.311 -4.257 1.455 1.57
O 0.87430 -1.19896 0.45190 1.396 -0.073 -1.612 -0.42
O 0.03954 -0.46360 2.23242 -0.463 0.569 2.816 -0.75
N -3.03296 2.65671 -0.52147 -0.085 -0.317 -0.085 -0.41
C -2.92197 2.02267 0.66840 -0.575 0.510 -0.187 0.53
S -1.84431 2.67063 1.77085 0.578 0.118 0.285 -0.46
N -3.82233 1.05098 0.90610 -0.156 0.264 -0.765 -0.13
C -3.75549 -0.04116 1.78656 0.085 -0.347 0.469 0.18
C -4.68400 -1.06235 1.59292 0.018 0.156 -0.007 -0.34
C -4.60960 -2.22271 2.33746 -0.004 -0.030 -0.025 -0.59
C -3.60289 -2.38608 3.27503 -0.002 -0.074 0.096 -0.72
C -2.71152 -1.35358 3.50143 -0.241 0.002 -0.029 -0.42
C -2.79648 -0.17507 2.78164 -0.071 0.073 0.120 0.05
H -2.32990 3.34994 -0.72805 -0.075 -0.067 0.098 0.24
H -3.48980 2.21815 -1.30568 0.030 -0.061 -0.005 0.20
H -4.45965 0.88204 0.13340 0.128 0.011 0.185 0.31
H -5.45207 -0.95983 0.83797 -0.051 0.033 -0.111 0.33
H -5.32934 -3.00915 2.16394 -0.049 -0.074 -0.009 0.41
H -3.51116 -3.31488 3.81609 -0.028 -0.080 0.102 0.40
H -1.92363 -1.46388 4.23070 0.067 -0.021 0.056 0.39
H -2.10226 0.62512 2.97201 -0.127 -0.148 -0.032 0.20
C 1.08890 -3.76140 -4.00769 0.155 0.093 -0.177 -0.96
N 0.69742 -3.99070 -2.65047 -0.175 0.127 0.477 0.24
C -0.33958 -4.93145 -2.28372 -0.183 -0.236 -0.027 -0.55
C -0.40804 -4.78538 -0.75660 -0.260 -0.115 0.203 0.08
N 0.82544 -4.08407 -0.44864 -0.068 -0.069 -0.131 -0.06
C 1.36194 -3.53680 -1.56921 -0.090 -0.328 -0.045 0.09
S 2.68800 -2.56223 -1.61263 0.904 0.477 -0.177 -0.50
H 0.20196 -3.64260 -4.63128 -0.023 0.001 0.020 0.31
H 1.69609 -4.58549 -4.39819 -0.037 -0.006 -0.008 0.28
H 1.68476 -2.84957 -4.03537 -0.057 -0.063 -0.070 0.29
H -0.05655 -5.94968 -2.58368 -0.042 0.079 0.013 0.38
H -1.28304 -4.67058 -2.77109 0.023 -0.055 0.033 0.23
H -0.42798 -5.74790 -0.23753 -0.113 0.073 -0.155 0.36
H -1.27237 -4.19249 -0.43975 0.083 -0.111 -0.085 -0.29
H 0.86472 -3.55562 0.40889 0.158 0.018 -0.177 0.26
```
Positions in Å, forces in eV/Å.

# C30H41B2F6HgN8O6

A structure of composition C30H41B2F6HgN8O6 (wB97M-V/def2-TZVPD, the Open Molecules 2025 dataset).

## Properties
**Net charge**: -2
**2S+1**: 2
**Kohn-Sham gap (alpha / beta)**: 3.49 / 5.33 eV

Geometry as XYZ:
```
94
Properties=species:S:1:pos:R:3:forces:R:3:mulliken_charge:R:1
Hg -1.25799 -1.35428 -0.01476 0.434 0.018 -0.030 2.15
C -2.31991 -4.58763 2.79838 -0.028 -0.062 0.008 -1.68
C -3.03045 -3.48980 2.06108 -0.055 0.154 0.122 0.73
N -3.23293 -3.52330 0.79978 0.111 -0.209 0.048 -0.16
O -2.70535 -4.63392 0.17421 -0.061 0.117 0.013 -0.43
B -3.11286 -4.68213 -1.23840 -0.028 0.179 0.003 0.73
F -2.46868 -5.78914 -1.79663 0.039 -0.210 -0.084 -0.42
F -4.51133 -4.81199 -1.35433 -0.126 -0.060 0.012 -0.40
O -2.68022 -3.52649 -2.09260 0.222 0.076 0.025 -0.60
N -2.85571 -2.26036 -1.57426 -0.221 0.185 -0.285 0.34
C -3.74992 -1.57223 -2.17779 0.032 -0.093 0.046 0.36
C -4.50120 -2.12583 -3.35009 -0.088 -0.063 -0.040 -1.41
C -4.10813 -0.24546 -1.61239 0.045 -0.038 0.109 0.26
N -4.18741 -0.28001 -0.33853 -0.094 0.154 -0.211 -0.09
O -4.47986 0.88740 0.28402 0.007 -0.036 -0.007 -0.48
B -5.07409 0.69910 1.65172 0.111 0.001 0.023 0.88
F -5.04077 1.97577 2.22471 -0.070 0.128 0.082 -0.45
F -6.39513 0.25115 1.51514 -0.163 -0.045 -0.030 -0.38
O -4.32968 -0.17979 2.58997 0.066 -0.037 -0.112 -0.50
N -4.05068 -1.38617 2.01744 -0.194 -0.097 0.312 -0.02
C -3.47943 -2.23953 2.77091 0.032 -0.136 -0.125 0.69
C -3.19514 -2.00143 4.22438 0.039 0.046 0.078 -1.54
C -4.40612 0.94217 -2.47530 -0.017 0.054 0.009 -1.55
H -2.49967 -5.53820 2.29709 -0.009 0.043 -0.002 0.42
H -2.64673 -4.65056 3.83568 0.001 -0.024 -0.011 0.54
H -1.24291 -4.40923 2.78922 0.062 0.024 0.004 0.08
H -4.97248 -3.06449 -3.05652 0.002 0.016 0.021 0.27
H -3.81751 -2.36235 -4.16840 0.016 0.005 -0.001 0.22
H -5.25810 -1.42524 -3.69864 -0.007 -0.008 -0.005 0.46
H -3.99001 -1.38383 4.64474 0.018 -0.010 -0.029 0.40
H -2.26059 -1.44943 4.34393 0.011 -0.004 -0.002 0.06
H -3.11986 -2.93149 4.78680 -0.028 0.013 0.002 0.44
H -5.06898 0.67858 -3.30210 -0.004 -0.005 0.003 0.41
H -4.87782 1.71094 -1.86579 -0.004 -0.014 0.002 0.35
H -3.49029 1.35154 -2.90357 0.069 0.010 -0.016 0.16
C 0.35870 -4.22152 -0.99102 0.083 -0.058 -0.033 -0.23
O 1.27655 -3.13486 -0.99627 -0.225 -0.178 0.018 -0.36
C 0.66765 -1.90151 -0.91747 0.192 -0.105 -0.046 -0.63
C 1.74994 -0.86820 -0.78363 0.095 0.083 -0.063 0.76
H -0.38680 -4.11651 -1.77929 0.013 0.032 0.010 0.12
H -0.16240 -4.28590 -0.03370 -0.008 0.038 0.011 0.02
H 0.93564 -5.13407 -1.15250 0.039 0.015 0.017 0.34
H 2.72414 -1.30519 -1.03707 0.025 -0.006 -0.007 0.57
H 1.81825 -0.44812 0.23073 -0.032 -0.035 0.074 -0.73
H 1.59169 -0.00718 -1.44133 -0.063 0.043 -0.031 -0.52
C 2.93421 -1.76504 4.77236 0.011 0.009 -0.004 -1.94
C 2.57901 -1.18728 3.39830 0.012 -0.049 -0.115 2.68
C 1.97300 0.20973 3.54151 0.040 -0.001 0.045 -1.56
C 3.82748 -1.13192 2.50771 -0.009 -0.029 0.035 -1.53
C 1.59660 -2.08186 2.75976 -0.006 0.069 -0.007 -0.58
N 0.84446 -2.79218 2.26346 -0.036 -0.165 0.086 -0.28
H 3.66437 -1.11348 5.25667 0.013 0.011 0.017 0.43
H 3.36399 -2.76282 4.67825 0.006 -0.013 -0.003 0.39
H 2.05009 -1.82832 5.40549 -0.027 0.001 0.010 0.40
H 2.72711 0.86660 3.98203 -0.012 0.056 0.003 0.48
H 1.09239 0.19557 4.17970 -0.058 -0.014 0.027 0.36
H 1.66012 0.60505 2.57823 -0.018 0.034 -0.065 0.11
H 4.58010 -0.50417 2.98942 0.025 0.021 0.006 0.44
H 3.58425 -0.71164 1.53354 -0.001 0.005 -0.018 0.24
H 4.24427 -2.12786 2.35230 0.003 -0.007 0.016 0.38
F -0.29782 1.14279 1.17366 0.001 0.072 -0.008 -0.25
C -1.39018 0.27033 1.42335 -0.382 0.022 0.071 -0.25
F -1.18875 -0.14030 2.73692 0.196 0.020 0.053 -0.21
H -2.27606 0.90482 1.44369 0.089 0.007 -0.014 -0.13
C 7.33538 4.84345 -0.98519 0.038 -0.005 0.008 -1.38
C 5.84014 4.97297 -1.08449 -0.073 0.053 -0.020 0.85
C 5.00638 3.86764 -0.96216 0.036 0.049 -0.006 -0.78
C 3.62588 3.97992 -1.03487 -0.008 0.134 0.054 -0.42
C 3.03936 5.22528 -1.26664 0.055 0.014 0.061 0.16
N 1.65067 5.39881 -1.33256 -0.042 0.062 -0.100 -0.05
C 0.66574 4.48934 -1.72469 -0.093 0.133 -0.031 0.16
O -0.48717 4.65255 -1.38918 0.126 -0.074 -0.052 -0.66
N 1.12929 3.50243 -2.54657 -0.095 -0.037 -0.019 -0.15
C 0.51178 2.26602 -2.83324 0.093 0.005 -0.076 0.33
C 1.07303 1.49204 -3.84315 -0.106 0.025 0.012 -0.47
C 0.56956 0.22861 -4.09055 -0.045 0.032 0.084 -0.92
C -0.47435 -0.22581 -3.29724 0.006 -0.020 0.064 -0.53
N -1.01315 0.52189 -2.34004 -0.238 0.033 0.003 0.14
C -0.55532 1.74276 -2.10250 0.278 -0.119 -0.100 -0.37
C 3.86881 6.34482 -1.38638 -0.095 -0.145 -0.018 -0.60
C 5.24094 6.21626 -1.28647 0.073 -0.102 0.019 -0.70
H 7.63271 3.79842 -0.90794 -0.001 -0.013 0.003 0.34
H 7.72029 5.36440 -0.10591 0.005 0.006 0.000 0.31
H 7.83097 5.26759 -1.86061 -0.001 0.009 -0.003 0.32
H 5.43483 2.88886 -0.78099 0.024 0.002 -0.001 0.33
H 3.00798 3.10680 -0.87603 -0.008 -0.009 -0.013 0.85
H 1.25627 6.25903 -0.98926 0.050 -0.036 0.075 0.29
H 2.04559 3.62882 -2.94292 0.018 -0.013 0.100 0.30
H 1.91166 1.87488 -4.41554 0.017 0.027 -0.010 0.33
H 0.99862 -0.40561 -4.85411 0.003 -0.008 -0.005 0.44
H -0.86961 -1.22992 -3.39297 -0.031 -0.006 -0.036 0.23
H -1.00534 2.29140 -1.28783 -0.068 0.051 -0.009 0.57
H 3.42538 7.31682 -1.56382 -0.029 0.013 -0.006 0.39
H 5.85958 7.10224 -1.38008 0.025 -0.011 0.003 0.35
```
Positions in Å, forces in eV/Å.